Model P:
This record from the OMol25 dataset describes the molecule C6H9Cl. The level of theory is wB97M-V/def2-TZVPD.

**Total charge**: 0
**LUMO energy**: -0.412 eV
**Gap between HOMO and LUMO**: 8.44 eV
**M**: 116.591 g mol⁻¹

Each line ends with the Löwdin charge.
Positions of all 16 atoms, in Å:
C: 1.3725 0.4642 -1.0429  -0.31
C: 0.1215 2.1195 0.4858  0.07
C: 0.5054 0.8492 0.1711  -0.32
C: 2.8291 -0.0796 -1.0404  -0.39
C: -0.6617 -1.4467 -0.0898  -0.12
C: 0.1350 -0.5138 0.8225  -0.24
Cl: 3.4217 -0.3608 0.5416  0.61
H: 0.7767 -0.4204 -1.4682  0.11
H: 1.5288 1.2899 -1.7821  0.11
H: 0.3677 2.9831 -0.1109  0.06
H: -0.5988 2.2543 1.1868  0.02
H: -1.4632 -1.0322 -0.7888  0.11
H: -1.2692 -2.2049 0.4518  0.08
H: 0.0892 -2.0066 -0.6567  0.06
H: 1.1056 -0.9598 0.9847  0.03
H: -0.3497 -0.2106 1.8124  0.13


Model Q:
This record from the OMol25 dataset describes the molecule C6H9Cl. The level of theory is wB97M-V/def2-TZVPD.

**Total charge**: 0
**SMILES string**: C=C(C)C1(Cl)CC1
**LUMO energy**: 0.924 eV
**Gap between HOMO and LUMO**: 10.43 eV
**M**: 116.591 g mol⁻¹

Each line ends with the Löwdin charge.
Positions of all 16 atoms, in Å:
C: -1.0827 -0.7770 1.3032  0.07
C: -0.3933 -0.6795 0.1807  -0.39
C: 0.7741 1.6113 0.7987  -0.05
C: 0.7955 1.4802 -0.6962  -0.18
C: 0.7966 0.1682 0.0183  -0.69
C: -0.8119 -1.5651 -0.9731  -0.05
Cl: 2.2501 -0.8656 -0.3698  0.62
H: -1.9566 -1.4182 1.3579  0.08
H: -0.8275 -0.0532 2.0455  0.05
H: 1.7126 1.8858 1.2372  0.09
H: -0.1088 1.6958 1.3475  0.06
H: -0.1910 1.9176 -1.2133  0.15
H: 1.5305 1.9229 -1.3061  0.08
H: -0.5194 -1.1825 -1.8803  0.06
H: -0.1823 -2.4093 -1.0244  0.07
H: -1.7859 -1.7315 -0.8259  0.04


Decreasing stability: model Q, model P